one) 12
Properties=species:S:1:pos:R:3 method="wB97M-V/def2-TZVPD" e_lumo_ev=0.50 smiles=CC#N.CC#N homo_energy_ev=-11.4717 orbital_gap_ev=11.97
C 1.021 -2.148 -0.037
C 1.321 -3.565 -0.171
N 1.513 -4.653 -0.255
H 1.980 -1.679 0.177
H 0.228 -2.001 0.696
H 0.576 -1.831 -0.980
C -1.283 3.120 0.062
C -0.710 1.711 0.099
N -0.295 0.611 0.144
H -1.515 3.486 -0.938
H -0.619 3.814 0.577
H -2.217 3.134 0.625



two) 12
Properties=species:S:1:pos:R:3 method="wB97M-V/def2-TZVPD" e_lumo_ev=0.94 smiles=C[C@H]1N[C@H]1C#N homo_energy_ev=-9.0897 orbital_gap_ev=10.03
C -0.398 0.294 -1.492
C 0.414 0.457 -0.234
N -0.027 0.914 1.021
C 0.564 -0.379 1.021
C -0.228 -1.549 1.381
N -0.923 -2.434 1.665
H -1.461 0.080 -1.335
H -0.323 1.242 -2.039
H 0.030 -0.491 -2.122
H 1.495 0.763 -0.378
H -0.811 1.386 1.424
H 1.669 -0.283 1.090



three) 12
Properties=species:S:1:pos:R:3 method="wB97M-V/def2-TZVPD" e_lumo_ev=0.78 homo_energy_ev=-8.7629 orbital_gap_ev=9.54
C 1.304 -0.018 0.578
C -0.822 0.013 1.040
C 0.020 0.767 0.053
C -0.537 0.349 -1.292
N -1.338 -0.644 -1.167
N -1.396 -0.858 0.227
H 1.603 0.413 1.542
H 1.176 -1.096 0.777
H 2.082 0.109 -0.165
H 0.239 1.836 0.160
H -0.421 0.797 -2.280
H -1.909 -1.670 0.529



Which structure is most stable, and how do the rest compare? From most to least stable: one), two), three).